(1)
ClH2O2PS2 | the ωB97M-V functional and the def2-TZVPD basis

Each line ends with the Löwdin charge.
Element x y z (Å)
O1 -0.6952 -0.3109 1.3862  -0.27
O2 -1.1345 -0.4881 -0.9855  -0.26
P1 -0.1569 0.2624 -0.0008  -0.16
S1 -0.2552 2.2432 -0.0308  0.21
S2 1.5923 -0.9190 -0.3072  0.22
Cl1 3.1220 0.2096 0.4651  0.07
H1 -1.6737 -0.1972 1.3242  0.09
H2 -0.7988 -0.8000 -1.8512  0.10

Cartesian forces, eV/Å:
-1.012 -0.170 -0.149
-0.124 -1.011 -1.424
0.481 2.498 0.739
0.588 -2.060 -0.288
0.219 0.629 0.200
-0.646 -0.233 -0.271
0.712 -0.136 0.587
-0.218 0.482 0.606

For the frontier orbital gap, the calculation gives 8.4462 eV. The calculation puts the energy above the lowest of the compared OMol25 structures with the same formula, charge and spin at 8.26 kcal/mol. The SMILES is OP(O)(=S)SCl. The calculation puts the max |F| at 0.05152 Eh/bohr. Its highest occupied orbital energy is -9.23 eV.

(2)
C5H4O5Rh | the ωB97M-V functional and the def2-TZVPD basis

Each line ends with the Mulliken spin population.
Element x y z (Å)
O1 -3.1356 0.7401 1.0410  0.09
C1 -2.2884 0.0421 0.6781  0.02
Rh1 -1.0201 -1.2847 -0.0016  2.60
O2 -1.2752 -0.4143 -2.9567  0.10
C2 -1.2414 -0.7928 -1.8653  0.00
C3 -1.3715 -2.6991 1.2612  -0.01
O3 -1.4794 -3.5239 2.0669  0.10
C4 0.8684 -1.6851 -0.2120  0.02
O4 1.9851 -1.9465 -0.3830  0.09
C5 1.7066 1.9639 -0.2356  0.10
O5 0.4982 1.7450 0.4943  0.73
H1 1.5094 1.6306 -1.2585  0.01
H2 2.5365 1.3708 0.1720  0.07
H3 1.9887 3.0273 -0.2375  0.12
H4 0.7187 1.8267 1.4368  -0.02

Cartesian forces, eV/Å:
3.717 -3.307 -1.756
-5.009 5.623 3.129
-0.409 0.024 0.144
0.248 -1.494 4.942
-1.290 1.378 -8.383
-1.754 -7.159 5.270
0.580 4.083 -3.697
8.626 -0.928 -0.465
-5.348 0.940 0.657
-1.891 -1.792 -1.155
1.948 0.432 -1.054
-0.073 0.530 0.015
0.434 0.381 0.853
0.304 0.880 0.411
-0.084 0.410 1.090

Its spin multiplicity is 5. For the frontier orbital gap (spin up / spin down), the calculation gives 10.0680 / 8.4450 eV. The calculation puts the energy above the lowest of the compared OMol25 structures with the same formula, charge and spin at 0.00 kcal/mol. Its expectation value of S² is 6.012. The calculation puts the max |F| at 0.17621 Eh/bohr. Its highest occupied orbital energy (spin up / spin down) is -23.12 / -26.51 eV. As for the net charge: +3.

(3)
H13O7 | the ωB97M-V functional and the def2-TZVPD basis

Each line ends with the Löwdin charge.
Element x y z (Å)
O1 -0.2342 0.3182 1.8151  -0.10
H1 -0.4640 0.6023 2.7029  0.05
O2 1.4517 -2.0461 0.8656  -0.09
H2 1.1266 -1.9271 -0.0415  -0.01
H3 0.9318 -1.4589 1.4269  0.00
O3 -2.5103 -0.9602 1.0125  -0.11
H4 -2.5837 -0.6768 0.0971  -0.01
H5 -1.6064 -0.6609 1.2646  -0.02
O4 0.4030 2.1246 -0.0518  -0.41
H6 0.0718 1.1431 1.3397  0.01
H7 0.4908 3.0267 0.2533  -0.07
O5 -1.4708 0.6557 -1.4504  -0.09
H8 -0.6594 1.1072 -1.1241  0.00
H9 -2.1367 1.3375 -1.3467  0.03
O6 2.1687 0.3370 -0.8481  -0.11
H10 2.4026 -0.1956 -0.0791  0.02
H11 1.4993 1.0144 -0.5475  -0.02
O7 0.4843 -1.6438 -1.8466  -0.09
H12 -0.3947 -1.2351 -1.8457  0.02
H13 1.0295 -0.8623 -1.5961  0.00

Cartesian forces, eV/Å:
0.388 -0.017 0.589
-0.042 -0.040 0.075
0.447 -0.173 0.228
-0.359 -0.166 0.108
-0.176 0.201 -0.227
0.140 -0.183 0.241
0.194 0.098 -0.111
-0.562 0.091 -0.226
-0.253 -0.598 0.403
-0.092 0.032 -0.912
0.131 0.130 -0.205
0.043 -0.275 -0.302
-0.103 0.371 0.398
-0.042 0.077 0.044
0.021 -0.220 -0.345
-0.141 0.063 0.096
0.282 0.466 0.303
-0.188 0.511 0.167
-0.065 -0.241 -0.029
0.378 -0.127 -0.292

For the frontier orbital gap, the calculation gives 9.1042 eV. The calculation puts the energy above the lowest of the compared OMol25 structures with the same formula, charge and spin at 0.36 kcal/mol. The calculation puts the max |F| at 0.01784 Eh/bohr. Its highest occupied orbital energy is -5.54 eV. As for the net charge: -1.

(4)
C39H42NO2PReSbSe4 | the ωB97M-V functional and the def2-TZVPD basis

Each line ends with the Löwdin charge.
Element x y z (Å)
Re1 -0.4585 0.2934 -0.0232  1.18
O1 -0.2824 0.4681 1.6896  -0.37
C1 0.5373 0.4782 2.8054  -0.41
C2 1.6958 -0.4915 2.4636  -0.03
C3 2.5052 -0.0097 1.2824  -0.23
C4 3.8578 0.2200 1.4670  0.03
C5 4.6371 0.6030 0.3893  0.01
C6 4.0391 0.7058 -0.8511  0.02
C7 2.6705 0.4938 -0.9841  -0.21
C8 2.0896 0.7303 -2.3656  -0.01
C9 0.7420 0.0612 -2.7822  -0.39
O2 -0.0802 0.1155 -1.6778  -0.35
C10 0.8813 -1.4114 -3.1651  -0.14
C11 1.2234 -2.3328 -2.1825  -0.05
C12 1.2824 -3.6827 -2.4774  -0.06
C13 0.9935 -4.1223 -3.7583  -0.06
C14 0.6570 -3.2072 -4.7427  -0.04
C15 0.5956 -1.8548 -4.4498  0.00
C16 0.0794 0.8707 -3.9023  -0.18
C17 0.8074 1.4830 -4.9146  -0.03
C18 0.1467 2.2096 -5.8920  -0.04
C19 -1.2326 2.3395 -5.8646  -0.05
C20 -1.9631 1.7182 -4.8674  -0.06
C21 -1.3053 0.9780 -3.9028  -0.06
N1 1.9226 0.1752 0.0830  0.08
C22 1.1686 1.8478 3.0733  -0.17
C23 1.2659 2.8246 2.0981  -0.05
C24 1.9152 4.0202 2.3525  -0.05
C25 2.4914 4.2339 3.5919  -0.05
C26 2.3958 3.2634 4.5785  -0.04
C27 1.7370 2.0745 4.3228  -0.01
C28 -0.3662 0.1199 3.9816  -0.19
C29 -0.2566 -1.0340 4.7398  -0.02
C30 -1.1681 -1.2590 5.7620  -0.05
C31 -2.1829 -0.3493 6.0124  -0.06
C32 -2.3079 0.7958 5.2386  -0.04
C33 -1.3963 1.0257 4.2259  -0.03
H1 1.2791 -1.4841 2.2542  0.12
H2 2.3525 -0.5611 3.3298  0.14
H3 4.2801 0.0945 2.4496  0.13
H4 5.6866 0.8156 0.5213  0.13
H5 4.6178 0.9588 -1.7228  0.13
H6 2.8474 0.4259 -3.0917  0.14
H7 1.9477 1.8177 -2.4702  0.15
H8 1.4512 -1.9983 -1.1767  0.09
H9 1.5487 -4.3893 -1.7058  0.11
H10 1.0189 -5.1778 -3.9803  0.12
H11 0.4305 -3.5411 -5.7442  0.12
H12 0.3055 -1.1517 -5.2161  0.12
H13 1.8815 1.3866 -4.9656  0.12
H14 0.7227 2.6688 -6.6810  0.12
H15 -1.7395 2.9076 -6.6277  0.12
H16 -3.0397 1.7953 -4.8351  0.11
H17 -1.8895 0.4581 -3.1441  0.08
H18 0.8443 2.6724 1.1056  0.06
H19 1.9678 4.7760 1.5836  0.11
H20 3.0124 5.1569 3.7900  0.11
H21 2.8329 3.4294 5.5524  0.12
H22 1.6548 1.3217 5.0935  0.13
H23 0.5364 -1.7448 4.5619  0.12
H24 -1.0665 -2.1466 6.3685  0.11
H25 -2.8768 -0.5313 6.8184  0.11
H26 -3.0954 1.5117 5.4250  0.12
H27 -1.4682 1.9237 3.6240  0.13
C34 -0.9032 -3.2081 1.0776  -0.12
C35 -1.9102 -2.7788 0.0171  -0.36
P1 -2.4744 -1.0533 0.2354  0.91
C36 -3.1552 -0.8502 1.9300  -0.35
C37 -4.3434 -1.7636 2.2081  -0.10
C38 -3.8767 -0.8104 -0.9182  -0.41
C39 -4.6576 -2.0664 -1.2896  -0.12
H28 -0.5002 -4.1901 0.8377  0.09
H29 -1.3583 -3.2599 2.0673  0.08
H30 -0.0620 -2.5115 1.1237  0.03
H31 -2.8006 -3.4085 0.0540  0.09
H32 -1.4807 -2.8767 -0.9892  0.09
H33 -3.4434 0.2052 2.0596  0.09
H34 -2.3397 -1.0550 2.6360  0.07
H35 -5.2224 -1.4539 1.6490  0.08
H36 -4.5817 -1.7093 3.2680  0.09
H37 -4.1095 -2.7999 1.9696  0.08
H38 -3.4873 -0.3500 -1.8362  0.03
H39 -4.5442 -0.0788 -0.4439  0.06
H40 -4.0502 -2.7694 -1.8550  0.08
H41 -5.4888 -1.7571 -1.9201  0.09
H42 -5.0641 -2.5651 -0.4146  0.07
Se1 -3.4362 2.4359 -1.3958  0.17
Sb1 -3.2962 4.4408 0.2931  0.10
Se2 -1.6530 2.1832 -0.0950  0.10
Se3 -2.1500 6.1972 -0.8249  0.09
Se4 -4.7929 3.8105 2.0366  0.04

Cartesian forces, eV/Å:
-0.315 -2.187 1.196
0.196 0.018 1.927
1.573 -0.172 1.850
-0.513 0.043 0.160
0.500 -0.011 0.478
-0.223 -0.055 -0.116
-0.177 0.025 -0.015
-0.138 -0.085 0.095
0.361 0.025 -0.275
-0.431 0.106 -0.095
1.709 0.006 -1.893
-0.080 -0.349 -2.075
-0.138 0.098 0.097
0.097 0.002 0.088
0.002 0.003 0.107
-0.060 -0.053 -0.097
0.045 -0.113 -0.023
0.003 0.082 0.083
-0.168 0.064 0.415
-0.043 -0.059 0.143
0.074 -0.020 -0.062
-0.041 0.009 -0.078
0.058 -0.069 0.001
-0.099 -0.219 0.215
-0.857 -0.122 -0.008
-0.192 0.068 -0.299
-0.186 -0.122 -0.418
0.076 0.053 0.101
0.016 0.109 0.005
0.059 -0.052 0.011
-0.058 -0.059 -0.096
-0.019 -0.108 -0.362
0.050 0.205 -0.167
-0.019 -0.059 0.098
-0.062 -0.159 0.102
0.122 0.013 -0.141
-0.002 0.010 0.105
0.116 0.074 0.085
-0.029 -0.090 -0.058
0.094 -0.006 0.107
0.116 -0.039 -0.042
0.086 0.065 -0.138
-0.118 0.110 0.066
0.080 -0.219 0.004
0.008 -0.043 0.025
0.046 -0.087 0.051
0.041 -0.088 -0.069
-0.013 -0.056 -0.052
0.013 -0.010 -0.054
0.114 0.023 0.013
0.002 0.072 -0.067
-0.027 0.095 -0.093
-0.074 0.045 -0.065
0.130 0.155 -0.148
0.040 0.038 0.169
0.033 0.069 -0.051
0.030 0.114 0.055
0.030 0.032 0.033
-0.005 -0.030 0.120
0.091 -0.097 -0.022
-0.056 -0.044 0.075
-0.065 -0.030 0.082
-0.048 0.007 0.057
-0.030 0.068 -0.007
0.048 0.032 -0.003
-0.074 0.099 0.072
-0.321 -0.073 -0.142
0.375 0.096 -0.047
0.085 -0.001 -0.058
0.152 0.264 -0.102
0.037 -0.003 0.004
-0.018 -0.033 0.017
0.035 0.014 0.012
-0.005 -0.083 0.005
0.022 -0.049 -0.046
-0.114 0.126 0.098
0.227 -0.199 -0.150
-0.126 0.115 -0.141
-0.085 -0.050 -0.033
-0.048 -0.013 0.036
-0.098 -0.098 0.041
-0.078 -0.026 0.230
0.246 -0.053 -0.121
-0.010 -0.059 -0.017
-0.057 -0.091 -0.023
-0.056 -0.103 0.012
-1.863 0.605 -0.802
-1.209 1.136 -0.142
0.897 1.873 -0.017
-0.475 -0.789 0.720
0.791 0.369 -0.534

For the frontier orbital gap, the calculation gives 5.7598 eV. The calculation puts the energy above the lowest of the compared OMol25 structures with the same formula, charge and spin at 62.28 kcal/mol. The calculation puts the max |F| at 0.04960 Eh/bohr. Its highest occupied orbital energy is -12.94 eV. As for the net charge: +2.

> max |F| of number 4 (C39H42NO2PReSbSe4)?

0.04960 Eh/bohr